159
Properties=species:S:1:pos:R:3 method="wB97M-V/def2-TZVPD" e_tot_ev=-170479.1257 charge=-1 lumo_energy_ev=1.5 multiplicity=1 e_homo_ev=-7.0
C 2.100 3.491 1.090
F 1.600 4.246 0.120
F 3.316 4.009 1.403
F 1.357 3.465 2.206
S 2.380 1.673 0.451
O 2.942 1.900 -0.877
O 3.262 0.975 1.348
N 0.770 1.118 0.340
S 0.610 0.044 1.383
O 1.460 -1.169 1.207
O 0.436 0.500 2.764
C -1.127 -0.527 0.941
F -1.534 -1.432 1.790
F -1.974 0.488 1.067
F -1.186 -1.037 -0.328
C 1.454 3.255 -7.674
S -0.322 2.794 -7.365
O -1.060 4.152 -7.323
C -0.343 1.960 -5.728
H 1.998 2.364 -7.986
H 1.863 3.628 -6.735
H 1.640 3.946 -8.497
H -1.339 1.577 -5.508
H 0.135 2.541 -4.940
H 0.391 1.185 -5.952
C -7.186 3.327 4.253
S -6.550 3.025 6.005
O -7.530 1.980 6.584
C -4.979 2.143 5.546
H -6.482 3.965 3.720
H -8.195 3.737 4.295
H -7.238 2.379 3.718
H -4.197 2.687 5.016
H -5.227 1.229 5.007
H -4.352 1.844 6.385
C 7.514 8.121 -3.431
S 6.654 9.756 -3.558
O 6.837 10.596 -2.312
C 7.664 10.651 -4.777
H 7.466 7.602 -4.389
H 6.927 7.499 -2.755
H 8.552 8.107 -3.099
H 8.549 10.952 -4.216
H 7.151 11.548 -5.124
H 7.898 9.975 -5.599
C 9.053 0.303 -4.505
S 10.513 -0.468 -3.718
O 11.284 0.731 -3.225
C 9.640 -1.231 -2.246
H 9.342 0.964 -5.323
H 8.602 0.871 -3.691
H 8.317 -0.458 -4.761
H 10.381 -1.430 -1.472
H 9.255 -2.189 -2.595
H 8.903 -0.572 -1.786
C -0.862 -5.256 7.626
O -1.630 -6.216 7.538
N 0.308 -5.245 8.261
C 1.160 -4.075 8.278
C 0.716 -6.321 9.126
H -1.164 -4.254 7.285
H 1.488 -3.712 9.252
H 0.586 -3.286 7.794
H 2.030 -4.249 7.645
H 0.645 -6.132 10.197
H 0.176 -7.242 8.903
H 1.778 -6.520 8.981
C -3.350 7.290 0.323
O -3.940 7.908 1.206
N -3.833 6.969 -0.900
C -5.259 7.177 -1.306
C -3.067 6.289 -1.916
H -2.350 6.849 0.458
H -5.841 7.883 -0.713
H -5.787 6.225 -1.249
H -5.381 7.425 -2.360
H -2.969 6.752 -2.898
H -2.125 6.051 -1.422
H -3.513 5.309 -2.085
C 12.634 7.217 2.649
O 12.266 7.984 3.485
N 11.724 6.587 1.881
C 12.218 5.443 1.110
C 10.310 6.704 1.974
H 13.651 6.887 2.383
H 13.294 5.339 0.968
H 11.987 5.636 0.063
H 11.920 4.463 1.483
H 9.971 6.619 3.006
H 9.933 7.693 1.713
H 9.704 5.973 1.440
C -10.798 -4.576 0.738
O -11.587 -3.666 0.481
N -9.557 -4.426 1.176
C -8.718 -5.525 1.653
C -8.994 -3.117 1.395
H -11.031 -5.639 0.570
H -7.698 -5.213 1.429
H -8.890 -6.436 1.081
H -8.801 -5.726 2.722
H -8.814 -3.051 2.468
H -7.999 -3.209 0.959
H -9.437 -2.256 0.896
O -1.356 -10.788 -0.656
C -2.032 -10.551 0.376
O -2.833 -11.457 0.967
C -2.786 -12.829 0.525
C -3.482 -13.101 -0.892
C -2.183 -9.140 0.947
H -3.454 -13.402 1.168
H -1.756 -13.179 0.590
H -2.873 -12.679 -1.691
H -4.468 -12.664 -1.056
H -3.599 -14.168 -1.081
H -3.229 -8.878 0.792
H -1.552 -8.441 0.397
H -2.031 -9.098 2.026
O -1.080 7.778 10.129
C -0.777 7.485 8.959
O -0.155 6.357 8.572
C 0.447 5.451 9.515
C 1.349 4.552 8.751
C -1.272 8.210 7.740
H -0.440 4.934 9.882
H 0.980 5.973 10.309
H 1.410 3.584 9.248
H 2.337 5.011 8.733
H 0.884 4.417 7.775
H -2.345 8.021 7.727
H -0.816 7.837 6.823
H -1.176 9.285 7.892
O -11.465 -2.586 -7.374
C -10.502 -3.328 -7.089
O -9.739 -3.176 -6.053
C -9.936 -2.192 -5.043
C -8.600 -1.626 -4.700
C -10.176 -4.400 -8.081
H -10.243 -2.860 -4.237
H -10.783 -1.548 -5.278
H -8.026 -1.272 -5.556
H -7.971 -2.368 -4.209
H -8.808 -0.767 -4.061
H -9.906 -5.191 -7.381
H -9.270 -4.095 -8.605
H -10.920 -4.851 -8.738
O 5.365 -4.949 -5.504
C 4.299 -5.598 -5.635
O 4.245 -6.797 -6.303
C 5.391 -7.265 -7.054
C 5.055 -8.677 -7.443
C 2.954 -5.076 -5.130
H 6.289 -7.296 -6.436
H 5.620 -6.690 -7.951
H 5.910 -9.002 -8.036
H 4.131 -8.770 -8.013
H 4.968 -9.297 -6.551
H 3.080 -4.273 -4.404
H 2.549 -5.908 -4.553
H 2.279 -4.775 -5.931

138
Properties=species:S:1:pos:R:3 method="wB97M-V/def2-TZVPD" e_tot_ev=-145790.6105 charge=-1 lumo_energy_ev=2.0 multiplicity=1 e_homo_ev=-4.8
C -3.278 -3.689 -3.592
C -3.556 -4.507 -2.326
C -4.164 -3.671 -1.192
Br -6.045 -3.331 -1.636
C -4.012 -4.287 0.235
C -4.214 -5.818 0.121
C -4.291 -6.533 1.468
C -4.854 -7.973 1.463
Cl -5.093 -8.719 -0.152
O -5.045 -3.845 1.075
B -4.515 -2.954 2.147
C -4.726 -1.360 1.761
C -4.435 -0.469 2.937
O -4.745 0.945 2.762
C -3.680 1.745 2.387
C -3.760 2.228 0.936
F -4.431 3.394 0.823
F -4.331 1.369 0.108
F -2.517 2.483 0.454
O -3.067 -3.332 2.196
C -2.667 -3.811 0.957
N -1.760 -4.943 1.216
C -1.859 -2.715 0.209
C -0.748 -2.106 1.083
H -4.183 -3.140 -3.873
H -3.027 -4.343 -4.434
H -2.475 -2.961 -3.436
H -2.636 -4.988 -1.974
H -4.247 -5.319 -2.581
H -3.722 -2.686 -1.242
H -3.463 -6.302 -0.512
H -5.187 -5.933 -0.377
H -4.912 -5.932 2.141
H -3.300 -6.567 1.919
H -4.146 -8.627 1.981
H -5.799 -8.039 2.009
H -5.039 -3.170 3.245
H -5.756 -1.185 1.417
H -4.054 -1.106 0.928
H -3.384 -0.548 3.246
H -5.047 -0.780 3.793
H -2.706 1.251 2.503
H -3.664 2.660 2.996
H -1.092 -5.072 0.466
H -1.268 -4.741 2.078
H -2.498 -1.910 -0.145
H -1.408 -3.161 -0.692
H -0.914 -1.035 1.240
H -0.707 -2.572 2.070
H 0.239 -2.215 0.618
C 2.728 6.634 -0.828
C 2.149 5.477 -1.627
N 2.135 4.228 -0.889
C 1.837 3.072 -1.718
C 0.449 2.977 -2.364
C 1.466 4.268 0.403
C -0.006 4.700 0.429
H 3.729 6.393 -0.465
H 2.796 7.521 -1.461
H 2.104 6.893 0.029
H 2.767 5.320 -2.515
H 1.152 5.770 -1.995
H 2.012 2.173 -1.120
H 2.588 3.050 -2.516
H -0.322 2.704 -1.645
H 0.460 2.203 -3.134
H 0.158 3.913 -2.842
H 2.036 4.930 1.060
H 1.561 3.274 0.848
H -0.185 5.578 -0.194
H -0.295 4.959 1.450
H -0.671 3.908 0.099
C 0.359 -12.101 5.934
C -0.195 -11.616 4.603
N -1.076 -10.471 4.734
C -1.821 -10.175 3.521
C -1.042 -9.733 2.277
C -0.520 -9.324 5.432
C 0.763 -8.694 4.873
H -0.450 -12.314 6.635
H 0.933 -13.017 5.782
H 1.027 -11.371 6.393
H -0.783 -12.422 4.156
H 0.649 -11.435 3.916
H -2.565 -9.412 3.763
H -2.393 -11.073 3.267
H -0.695 -8.704 2.361
H -1.696 -9.778 1.403
H -0.183 -10.375 2.078
H -0.335 -9.618 6.468
H -1.303 -8.564 5.485
H 1.498 -9.450 4.594
H 1.221 -8.058 5.634
H 0.572 -8.070 4.002
C 0.168 9.933 0.700
C 0.966 11.155 1.130
N 2.026 10.842 2.072
C 2.613 12.013 2.695
C 3.378 13.002 1.805
C 2.956 9.810 1.645
C 3.727 10.031 0.337
H -0.231 9.405 1.567
H -0.669 10.242 0.072
H 0.767 9.232 0.117
H 0.291 11.855 1.630
H 1.332 11.672 0.228
H 3.274 11.670 3.496
H 1.800 12.553 3.190
H 4.352 12.617 1.508
H 3.549 13.930 2.355
H 2.818 13.253 0.903
H 2.398 8.875 1.556
H 3.664 9.643 2.461
H 3.084 10.419 -0.455
H 4.132 9.079 -0.009
H 4.566 10.715 0.460
C 5.124 2.211 -8.472
C 4.269 1.498 -7.435
N 5.047 0.890 -6.371
C 4.274 -0.016 -5.537
C 3.141 0.577 -4.693
C 5.953 1.782 -5.668
C 5.358 3.022 -4.984
H 5.877 1.536 -8.881
H 4.494 2.561 -9.290
H 5.632 3.082 -8.057
H 3.721 0.691 -7.931
H 3.507 2.201 -7.063
H 4.970 -0.543 -4.880
H 3.853 -0.780 -6.197
H 3.521 1.122 -3.830
H 2.507 -0.226 -4.312
H 2.505 1.249 -5.271
H 6.714 2.116 -6.377
H 6.493 1.184 -4.929
H 4.632 3.528 -5.622
H 6.153 3.737 -4.762
H 4.867 2.782 -4.042

144
Properties=species:S:1:pos:R:3 method="wB97M-V/def2-TZVPD" smiles="COB(O)[C@@H](NCCCCCCCCOC(C)=O)[C@@H](OC)[C@@H](I)[C@H](C)I.CC(C)O.CC(C)O.CC(C)O.CC(C)O.CC(C)O.CC(C)O.CC(C)O" e_tot_ev=-83805.2948 lumo_energy_ev=0.4 multiplicity=1 e_homo_ev=-7.9
C -0.135 -2.648 3.687
O 0.874 -2.093 2.850
B 0.691 -0.869 2.270
O -0.254 0.035 2.739
C 1.488 -0.496 0.948
N 0.546 0.049 -0.038
C -0.190 -0.969 -0.777
C -1.585 -0.488 -1.190
C -2.621 -1.611 -1.138
C -4.076 -1.148 -1.260
C -4.535 -0.199 -0.132
C -5.756 -0.728 0.635
C -6.510 0.358 1.421
C -7.980 -0.006 1.538
O -8.762 0.976 2.236
C -8.759 2.226 1.701
C -9.503 2.384 0.407
O -8.221 3.133 2.264
C 2.583 0.529 1.298
O 2.858 0.493 2.701
C 3.665 -0.591 3.144
C 3.882 0.407 0.489
I 3.505 0.432 -1.631
C 4.862 1.509 0.900
C 4.746 2.859 0.209
I 6.874 0.774 0.723
H 0.071 -3.709 3.819
H -0.147 -2.188 4.680
H -1.119 -2.542 3.221
H -0.202 0.173 3.690
H 1.945 -1.401 0.532
H -0.090 0.691 0.415
H -0.281 -1.899 -0.193
H 0.384 -1.226 -1.677
H -1.901 0.310 -0.508
H -1.539 -0.033 -2.185
H -2.410 -2.347 -1.923
H -2.513 -2.122 -0.172
H -4.227 -0.658 -2.228
H -4.702 -2.046 -1.236
H -4.784 0.778 -0.561
H -3.722 -0.019 0.580
H -6.426 -1.217 -0.082
H -5.379 -1.483 1.330
H -6.379 1.331 0.940
H -6.102 0.423 2.435
H -8.417 -0.205 0.551
H -8.092 -0.917 2.129
H -10.549 2.100 0.536
H -9.060 1.751 -0.367
H -9.443 3.425 0.097
H 2.166 1.523 1.099
H 4.732 -0.344 3.091
H 3.404 -0.781 4.186
H 3.471 -1.507 2.577
H 4.337 -0.575 0.604
H 4.731 1.672 1.971
H 5.251 2.880 -0.758
H 3.692 3.126 0.080
H 5.209 3.625 0.836
C 10.163 -2.672 -1.561
C 8.718 -2.877 -1.989
C 8.163 -1.667 -2.719
O 7.905 -3.198 -0.859
H 10.233 -1.822 -0.876
H 10.540 -3.554 -1.043
H 10.805 -2.469 -2.419
H 8.657 -3.754 -2.637
H 8.170 -0.792 -2.062
H 7.132 -1.836 -3.025
H 8.750 -1.435 -3.609
H 7.934 -2.437 -0.269
C -11.891 5.770 4.459
C -11.784 4.353 3.919
C -10.774 3.525 4.693
O -11.440 4.364 2.531
H -10.925 6.276 4.381
H -12.619 6.345 3.886
H -12.192 5.772 5.507
H -12.765 3.877 3.961
H -9.781 3.972 4.604
H -10.716 2.519 4.276
H -11.030 3.449 5.751
H -10.561 4.753 2.454
C 2.076 -6.110 7.130
C 1.101 -4.944 7.172
C 0.259 -4.952 8.437
O 0.268 -4.942 6.011
H 1.531 -7.058 7.144
H 2.672 -6.078 6.219
H 2.749 -6.093 7.989
H 1.657 -4.006 7.112
H -0.337 -5.868 8.487
H -0.426 -4.104 8.447
H 0.884 -4.906 9.329
H -0.244 -5.758 6.016
C 2.497 3.664 -6.406
C 2.876 2.900 -5.149
C 4.385 2.775 -5.009
O 2.259 1.611 -5.127
H 2.860 3.138 -7.294
H 1.414 3.756 -6.491
H 2.941 4.661 -6.401
H 2.473 3.415 -4.275
H 4.795 2.217 -5.856
H 4.637 2.239 -4.095
H 4.860 3.757 -4.988
H 2.591 1.118 -5.885
C 3.400 -3.098 -4.865
C 4.687 -2.924 -5.658
C 4.843 -3.990 -6.731
O 5.815 -2.913 -4.786
H 3.401 -4.065 -4.354
H 3.309 -2.318 -4.109
H 2.525 -3.058 -5.516
H 4.692 -1.937 -6.125
H 4.883 -4.982 -6.273
H 5.767 -3.839 -7.289
H 4.006 -3.973 -7.431
H 5.859 -3.767 -4.342
C -2.998 -4.877 3.256
C -3.940 -3.785 2.774
C -5.116 -3.592 3.719
O -4.393 -4.047 1.447
H -3.525 -5.835 3.305
H -2.158 -4.988 2.571
H -2.610 -4.648 4.251
H -3.387 -2.846 2.692
H -5.707 -4.511 3.778
H -5.770 -2.796 3.361
H -4.779 -3.338 4.725
H -4.897 -4.868 1.452
C 5.868 8.496 -7.102
C 4.977 7.538 -6.329
C 5.098 7.738 -4.826
O 5.264 6.185 -6.681
H 6.917 8.329 -6.842
H 5.758 8.339 -8.175
H 5.623 9.535 -6.874
H 3.939 7.686 -6.630
H 6.126 7.548 -4.502
H 4.445 7.046 -4.294
H 4.834 8.756 -4.539
H 6.177 6.001 -6.434